one | Density functional theory data (ωB97M-V/def2-TZVPD) for a gas-phase ion, C6H14NO (charge -1).

As for the lowest unoccupied orbital energy: 3.2364 eV. For the gap between HOMO and LUMO, the calculation gives 5.40 eV. The structure (SMILES) is CCCCNCC[O-]. As for the net charge: -1. The spin multiplicity is 1.

Bonds (Å) are listed after each position.
Positions of all 22 atoms, in Å:
1 C 1.12620 -2.46487 2.32302  C2 1.544, H9 1.119, H10 1.069, H11 1.032
2 C 0.81265 -1.95784 0.89903  C1 1.544, C3 1.543, H12 1.126, H13 1.234
3 C -0.43921 -1.05780 0.83950  C2 1.543, C4 1.620, H14 1.100, H15 1.060
4 C 0.01122 0.42786 0.37573  C3 1.620, N5 1.359, H16 1.169, H17 1.219
5 N -0.39879 0.71078 -0.88829  C4 1.359, C6 1.431, H18 0.900
6 C -0.21432 2.06555 -1.30964  N5 1.431, C7 1.705, H19 1.108, H20 1.154
7 C -1.20785 2.39162 -2.65617  C6 1.705, O8 1.286, H21 1.139, H22 1.184
8 O -0.81546 3.54188 -3.07598  C7 1.286
9 H 1.99089 -1.85104 2.68125  C1 1.119
10 H 0.35562 -2.49538 3.06317  C1 1.069
11 H 1.37118 -3.45387 2.48547  C1 1.032
12 H 1.67518 -1.31550 0.56461  C2 1.126
13 H 0.81095 -2.78873 -0.01268  C2 1.234
14 H -0.93060 -0.94067 1.81685  C3 1.100
15 H -1.18943 -1.45543 0.20517  C3 1.060
16 H 1.13580 0.61733 0.63467  C4 1.169
17 H -0.40242 1.27401 1.15011  C4 1.219
18 H -0.54599 0.01597 -1.44073  N5 0.900
19 H -0.59721 2.76015 -0.53529  C6 1.108
20 H 0.85944 2.27991 -1.67310  C6 1.154
21 H -1.10787 1.41553 -3.23456  C7 1.139
22 H -2.29998 2.28054 -2.21215  C7 1.184

Atomic partial charges in e from the Mulliken method, atoms 1 to 5: number 1, C, carries -1.23; number 2, C, carries -0.27; number 3, C, carries -0.84; number 4, C, carries -0.48; number 5, N, carries -0.06

two | Density functional theory data (ωB97M-V/def2-TZVPD) for a gas-phase ion, C6H14NO (charge -1).

As for the lowest unoccupied orbital energy: 3.3890 eV. For the gap between HOMO and LUMO, the calculation gives 5.54 eV. The structure (SMILES) is CCCN(C)CC[O-]. As for the net charge: -1. The spin multiplicity is 1.

Bonds (Å) are listed after each position.
Positions of all 22 atoms, in Å:
1 C -2.06095 -2.71513 1.35695  C2 1.533, H9 1.094, H10 1.098, H11 1.096
2 C -1.72625 -1.71770 0.24156  C1 1.533, C3 1.524, H12 1.086, H13 1.089
3 C -0.87646 -0.53323 0.68720  C2 1.524, N4 1.451, H14 1.094, H15 1.104
4 N 0.06492 -0.08373 -0.32080  C3 1.451, C5 1.458, C6 1.458
5 C -0.66078 0.50452 -1.44018  N4 1.458, H16 1.091, H17 1.084, H18 1.100
6 C 0.97705 0.89605 0.25570  N4 1.458, C7 1.573, H19 1.095, H20 1.101
7 C 2.14869 1.43792 -0.64314  C6 1.573, O8 1.344, H21 1.116, H22 1.122
8 O 2.64880 2.58492 -0.15175  C7 1.344
9 H -2.69597 -2.26981 2.12859  C1 1.094
10 H -2.53291 -3.59787 0.90455  C1 1.098
11 H -1.14692 -3.06585 1.84882  C1 1.096
12 H -1.22658 -2.24352 -0.56712  C2 1.086
13 H -2.67748 -1.38520 -0.17040  C2 1.089
14 H -0.26171 -0.86583 1.52840  C3 1.094
15 H -1.50310 0.29002 1.07195  C3 1.104
16 H -1.51839 -0.11459 -1.70863  C5 1.091
17 H -0.00233 0.61830 -2.29419  C5 1.084
18 H -1.01964 1.51772 -1.20473  C5 1.100
19 H 1.47038 0.41717 1.10734  C6 1.095
20 H 0.44416 1.80433 0.57610  C6 1.101
21 H 1.73013 1.52496 -1.67391  C7 1.116
22 H 2.89852 0.60322 -0.66007  C7 1.122

Atomic partial charges in e from the Mulliken method, atoms 1 to 5: number 1, C, carries -1.38; number 2, C, carries -0.38; number 3, C, carries -0.51; number 4, N, carries -0.07; number 5, C, carries -1.17

three | Density functional theory data (ωB97M-V/def2-TZVPD) for a gas-phase ion, C6H14NO (charge -1).

As for the lowest unoccupied orbital energy: 3.5961 eV. For the gap between HOMO and LUMO, the calculation gives 6.16 eV. The structure (SMILES) is CC(C)C[C@H](N)C[O-]. As for the net charge: -1. The spin multiplicity is 1.

Bonds (Å) are listed after each position.
Positions of all 22 atoms, in Å:
1 C 1.83435 1.44400 -0.15684  C2 1.532, H9 1.093, H10 1.101, H11 1.096
2 C 0.36447 1.01088 -0.16664  C1 1.532, C3 1.538, C4 1.578, H12 1.105
3 C -0.45399 2.03240 -0.97464  C2 1.538, H13 1.083, H14 1.095, H15 1.091
4 C 0.12246 -0.44749 -0.71940  C2 1.578, C5 1.547, H16 1.103, H17 1.096
5 C -0.06382 -1.35464 0.52038  C4 1.547, N6 1.431, C7 1.666, H18 1.100
6 N -0.09544 -2.74780 0.19477  C5 1.431, H19 1.042, H20 1.013
7 C -1.46123 -1.07275 1.38277  C5 1.666, O8 1.347, H21 1.103, H22 1.110
8 O -2.40140 -2.02914 1.25362  C7 1.347
9 H 2.48908 1.25236 -1.01092  C1 1.093
10 H 2.32263 0.93288 0.68768  C1 1.101
11 H 1.84197 2.49806 0.14382  C1 1.096
12 H 0.12276 1.11574 0.90616  C2 1.105
13 H -1.49603 1.99349 -0.68036  C3 1.083
14 H -0.08214 3.02613 -0.70580  C3 1.095
15 H -0.36170 1.79890 -2.03611  C3 1.091
16 H -0.60137 -0.39225 -1.54976  C4 1.103
17 H 1.03511 -0.68702 -1.27608  C4 1.096
18 H 0.79178 -1.08019 1.15437  C5 1.100
19 H -1.04828 -3.06934 0.46946  N6 1.042
20 H -0.00967 -2.98966 -0.78510  N6 1.013
21 H -1.03932 -1.12110 2.40057  C7 1.103
22 H -1.81021 -0.11346 0.94803  C7 1.110

Atomic partial charges in e from the Mulliken method, atoms 1 to 5: number 1, C, carries -1.60; number 2, C, carries 0.88; number 3, C, carries -1.57; number 4, C, carries -1.05; number 5, C, carries 0.11

four | Density functional theory data (ωB97M-V/def2-TZVPD) for 2 unconnected molecules or ions with the total composition C6H14NO.

As for the lowest unoccupied orbital energy: 3.0879 eV. For the gap between HOMO and LUMO, the calculation gives 5.17 eV. As for the net charge: -1. The spin multiplicity is 1.

Bonds (Å) are listed after each position.
Positions of all 22 atoms, in Å:
1 C 1.45211 -1.33833 1.56893  N2 1.292, C8 1.522, H9 1.106
2 N 2.22927 -0.30669 1.53305  C1 1.292, H10 1.071
3 C -0.73183 1.18515 0.26109  C4 1.543, C7 1.539, H11 1.095, H12 1.094
4 C -1.76393 0.45471 -0.62286  C3 1.543, C5 1.551, H13 1.104, H14 1.093
5 C -2.29396 1.39206 -1.73895  C4 1.551, O6 1.353, H15 1.118, H16 1.121
6 O -2.95379 2.45502 -1.22449  C5 1.353
7 C 0.65053 1.22795 -0.41372  C3 1.539, H17 1.092, H18 1.094, H19 1.087
8 C 1.81183 -2.72595 1.05793  C1 1.522, H20 1.095, H21 1.085, H22 1.096
9 H 0.50853 -1.43010 2.13891  C1 1.106
10 H 2.18811 -0.62152 0.51034  N2 1.071
11 H -0.63934 0.76282 1.26665  C3 1.095
12 H -1.06210 2.22268 0.36598  C3 1.094
13 H -1.19646 -0.40526 -1.01901  C4 1.104
14 H -2.59819 0.11447 -0.00327  C4 1.093
15 H -1.41322 1.76610 -2.31797  C5 1.118
16 H -2.95554 0.73959 -2.36652  C5 1.121
17 H 0.62854 1.96084 -1.22304  C7 1.092
18 H 0.89485 0.25896 -0.85886  C7 1.094
19 H 1.38101 1.55201 0.32303  C7 1.087
20 H 2.86597 -2.77004 0.76441  C8 1.095
21 H 1.70680 -3.45724 1.85248  C8 1.085
22 H 1.29082 -3.03723 0.14588  C8 1.096

Atomic partial charges in e from the Mulliken method, atoms 1 to 5: number 1, C, carries 0.18; number 2, N, carries -0.62; number 3, C, carries -0.37; number 4, C, carries -0.63; number 5, C, carries -0.43

Which is most stable, and by how much? three, by 0.059 eV.